1.
{
  "formula": "C4H12N3",
  "method": "ωB97M-V/def2-TZVPD",
  "homo_lumo_gap_ev": 10.8483,
  "smiles": "N/C=[NH+]\\CCCN",
  "charge": 1,
  "de_lowest_kcal_mol": 19.0,
  "mol_weight_da": 102.2,
  "multiplicity": 1,
  "species": ["C", "C", "C", "N", "C", "N", "N", "H", "H", "H", "H", "H", "H", "H", "H", "H", "H", "H", "H"],
  "positions_angstrom": [[1.85, 0.57, 0.08], [1.21, -0.43, 1.02], [-0.35, -0.45, 0.95], [-3.00, 0.22, -0.04], [-1.98, -0.15, -0.84], [-0.79, -0.40, -0.42], [1.70, 0.15, -1.33], [2.91, 0.63, 0.36], [1.35, 1.54, 0.18], [1.50, -0.32, 2.06], [1.51, -1.45, 0.73], [-0.64, 0.47, 1.50], [-0.74, -1.21, 1.64], [-3.79, 0.70, -0.44], [-2.82, 0.22, 0.94], [-2.17, 0.03, -1.89], [2.08, 0.85, -1.95], [0.05, -0.20, -1.12], [2.12, -0.77, -1.43]]
}

2.
{
  "formula": "C12H24Br12",
  "method": "ωB97M-V/def2-TZVPD",
  "homo_lumo_gap_ev": [2.7226, 8.6586],
  "charge": -1,
  "mol_weight_da": 1127.2,
  "multiplicity": 2,
  "s_squared": 0.76,
  "species": ["Br", "C", "C", "Br", "H", "H", "H", "H", "Br", "C", "C", "Br", "H", "H", "H", "H", "Br", "C", "C", "Br", "H", "H", "H", "H", "Br", "C", "C", "Br", "H", "H", "H", "H", "Br", "C", "C", "Br", "H", "H", "H", "H", "Br", "C", "C", "Br", "H", "H", "H", "H"],
  "positions_angstrom": [[-2.11, -0.02, -0.20], [-0.29, 0.79, 0.01], [0.85, -0.21, 0.01], [2.61, 0.65, 0.39], [-0.26, 1.22, 1.01], [-0.17, 1.59, -0.72], [0.79, -0.60, -1.00], [0.70, -1.06, 0.68], [5.28, 2.27, 4.63], [4.20, 0.87, 3.78], [2.82, 0.92, 4.37], [1.65, -0.57, 3.70], [4.69, -0.06, 4.05], [4.36, 1.11, 2.73], [2.38, 1.89, 4.12], [2.90, 0.90, 5.45], [4.30, -0.58, -4.13], [2.34, -0.59, -3.81], [1.80, 0.73, -4.36], [-0.11, 1.02, -3.85], [2.16, -0.71, -2.75], [1.79, -1.32, -4.41], [1.89, 0.77, -5.45], [2.33, 1.65, -4.11], [-7.50, -1.45, -0.52], [-6.53, -1.57, 1.21], [-5.42, -0.61, 1.28], [-4.18, -1.03, 2.81], [-6.22, -2.60, 1.42], [-7.20, -1.32, 2.04], [-5.75, 0.42, 1.41], [-4.82, -0.50, 0.37], [-5.86, 3.40, -0.35], [-4.38, 2.32, -0.89], [-3.58, 2.94, -2.13], [-2.59, 4.69, -1.57], [-4.63, 1.27, -1.09], [-3.64, 2.16, -0.11], [-4.29, 3.24, -2.89], [-2.84, 2.24, -2.51], [2.27, -2.99, -1.33], [3.51, -3.49, 0.13], [4.67, -2.55, 0.20], [5.81, -3.07, 1.68], [3.88, -4.50, -0.03], [2.97, -3.46, 1.08], [4.18, -1.60, 0.40], [5.24, -2.59, -0.73]]
}

3.
{
  "formula": "C34H57MnN3O2SSi",
  "method": "ωB97M-V/def2-TZVPD",
  "homo_lumo_gap_ev": [5.5793, 7.0193],
  "charge": 1,
  "de_lowest_kcal_mol": 88.4,
  "mol_weight_da": 654.9,
  "multiplicity": 5,
  "s_squared": 6.22,
  "species": ["O", "O", "C", "C", "H", "H", "H", "H", "H", "C", "C", "H", "H", "H", "H", "H", "C", "C", "C", "H", "H", "H", "H", "H", "C", "H", "H", "H", "H", "H", "H", "N", "C", "C", "C", "C", "H", "H", "H", "C", "H", "H", "H", "N", "C", "C", "C", "C", "H", "C", "H", "C", "H", "C", "C", "C", "C", "C", "C", "H", "C", "H", "C", "H", "C", "C", "Mn", "H", "H", "H", "H", "H", "H", "H", "H", "H", "H", "H", "H", "H", "C", "Si", "H", "H", "C", "C", "C", "H", "H", "H", "H", "H", "H", "H", "H", "H", "S", "C", "N"],
  "positions_angstrom": [[1.39, 1.18, 2.68], [3.44, 0.01, 2.29], [1.77, 2.60, 2.50], [0.66, 3.53, 2.88], [2.00, 2.68, 1.43], [2.67, 2.81, 3.08], [-0.24, 3.35, 2.29], [0.97, 4.56, 2.71], [0.42, 3.43, 3.94], [1.26, 0.79, 4.10], [2.40, 1.21, 5.00], [1.18, -0.29, 4.06], [0.31, 1.19, 4.45], [3.38, 0.92, 4.62], [2.28, 0.72, 5.96], [2.39, 2.29, 5.17], [3.39, -1.45, 2.45], [4.55, 0.71, 1.66], [3.90, -1.86, 3.79], [3.97, -1.87, 1.63], [2.33, -1.72, 2.33], [4.93, -1.54, 3.94], [3.89, -2.95, 3.89], [3.29, -1.46, 4.60], [5.76, 0.67, 2.54], [4.21, 1.74, 1.50], [4.72, 0.25, 0.68], [5.54, 1.01, 3.55], [6.53, 1.33, 2.15], [6.19, -0.32, 2.59], [2.39, 0.54, 2.33], [-2.23, 0.97, -1.44], [-2.43, 0.53, -2.69], [-1.93, -0.68, -3.21], [-1.36, -1.81, -2.61], [-3.22, 1.43, -3.60], [-2.65, 2.34, -3.85], [-4.16, 1.76, -3.15], [-3.44, 0.89, -4.52], [-0.88, -2.95, -3.46], [-1.46, -3.86, -3.26], [0.18, -3.19, -3.29], [-1.01, -2.68, -4.51], [-1.25, -2.00, -1.27], [-2.78, 2.21, -0.94], [-2.03, 3.40, -0.99], [-0.67, 3.46, -1.61], [-2.61, 4.59, -0.51], [-2.01, 5.51, -0.62], [-3.90, 4.64, 0.03], [-4.35, 5.56, 0.37], [-4.64, 3.49, 0.09], [-5.66, 3.42, 0.47], [-4.10, 2.34, -0.47], [-5.10, 1.24, -0.49], [-1.41, -3.27, -0.66], [-0.34, -4.03, -0.17], [1.08, -3.64, -0.47], [-0.62, -5.23, 0.49], [0.25, -5.83, 0.78], [-1.93, -5.63, 0.75], [-2.11, -6.58, 1.27], [-2.99, -4.88, 0.28], [-4.02, -5.15, 0.52], [-2.72, -3.78, -0.54], [-3.84, -3.07, -1.12], [-1.37, -0.28, -0.29], [0.10, 3.72, -0.87], [-0.66, 4.24, -2.39], [-0.38, 2.51, -2.08], [-4.93, 0.65, -1.40], [-6.17, 1.50, -0.46], [-5.01, 0.86, 0.51], [1.72, -4.01, 0.33], [1.24, -2.56, -0.58], [1.44, -4.13, -1.39], [-3.40, -2.08, -0.98], [-4.72, -3.31, -0.58], [-4.04, -3.07, -2.16], [-2.03, -0.78, -4.30], [0.66, 0.27, -0.61], [1.80, 0.36, -2.13], [0.57, 1.28, -0.16], [1.15, -0.28, 0.21], [2.93, 1.89, -2.15], [0.93, 0.50, -3.80], [2.90, -1.17, -2.30], [3.38, -1.44, -1.35], [3.70, -1.01, -3.04], [2.32, -2.04, -2.65], [2.37, 2.80, -1.87], [3.34, 2.07, -3.15], [3.78, 1.79, -1.46], [0.10, 1.21, -3.77], [0.54, -0.47, -4.12], [1.64, 0.85, -4.57], [-5.83, -1.58, -0.02], [-4.40, -1.06, 0.54], [-3.21, -0.82, 0.61]]
}

4.
{
  "formula": "C4H7NO2",
  "method": "ωB97M-V/def2-TZVPD",
  "homo_lumo_gap_ev": 9.7853,
  "smiles": "C=C1CN1.O=CO",
  "de_lowest_kcal_mol": 75.8,
  "mol_weight_da": 101.1,
  "multiplicity": 1,
  "species": ["O", "C", "C", "C", "N", "C", "O", "H", "H", "H", "H", "H", "H", "H"],
  "positions_angstrom": [[0.51, 2.03, -0.78], [1.31, -0.41, -0.72], [0.34, -0.81, 0.08], [-0.85, -1.57, 0.38], [0.07, -1.05, 1.44], [-0.63, 1.46, -0.36], [-1.05, 1.51, 0.78], [1.01, 2.28, 0.02], [1.22, -0.39, -1.80], [2.22, 0.00, -0.29], [-0.76, -2.64, 0.21], [-1.86, -1.16, 0.35], [-0.36, -0.24, 1.87], [-1.17, 1.01, -1.20]]
}

5.
{
  "formula": "C17H21Cl3MoO3",
  "method": "ωB97M-V/def2-TZVPD",
  "homo_lumo_gap_ev": [5.9333, 6.0111],
  "charge": -2,
  "de_lowest_kcal_mol": 31.6,
  "mol_weight_da": 475.7,
  "multiplicity": 3,
  "s_squared": 2.03,
  "species": ["C", "C", "C", "C", "C", "C", "C", "C", "C", "C", "Mo", "Cl", "Cl", "Cl", "H", "H", "H", "H", "H", "H", "H", "H", "H", "H", "H", "H", "H", "H", "H", "O", "H", "O", "C", "O", "C", "C", "C", "C", "C", "C", "H", "H", "H", "H", "H"],
  "positions_angstrom": [[1.08, -2.37, -0.89], [0.88, -1.69, -2.14], [-0.53, -1.50, -2.32], [1.93, -1.51, -3.19], [-1.21, -2.07, -1.17], [-0.21, -2.65, -0.33], [-0.42, -3.35, 0.96], [2.39, -2.72, -0.28], [-1.18, -1.03, -3.57], [-2.67, -2.17, -0.92], [0.11, -0.38, -0.42], [2.31, 0.65, -0.58], [-0.74, -0.08, 1.83], [-1.50, 1.24, -1.28], [2.89, -1.34, -2.70], [1.72, -0.59, -3.73], [2.06, -2.34, -3.92], [-0.60, -0.20, -3.97], [-2.19, -0.67, -3.37], [-1.23, -1.80, -4.37], [-3.21, -1.40, -1.48], [-2.89, -2.01, 0.14], [-3.04, -3.18, -1.14], [-1.45, -3.25, 1.33], [0.26, -2.94, 1.73], [-0.05, -4.38, 0.87], [3.21, -2.18, -0.76], [2.62, -3.80, -0.30], [2.35, -2.36, 0.78], [1.49, -1.20, 1.77], [1.95, -0.95, 2.64], [0.03, 3.79, 1.18], [-0.85, 3.72, 2.03], [-2.01, 3.31, 2.15], [-0.46, 4.43, 3.34], [-0.20, 3.66, 4.46], [0.17, 4.28, 5.65], [0.23, 5.68, 5.71], [0.01, 6.47, 4.57], [-0.35, 5.83, 3.36], [-0.29, 2.57, 4.40], [0.40, 3.70, 6.53], [0.43, 6.19, 6.64], [0.11, 7.55, 4.58], [-0.55, 6.40, 2.45]]
}

6.
{
  "formula": "C21H17N7Pd",
  "method": "ωB97M-V/def2-TZVPD",
  "homo_lumo_gap_ev": [4.3656, 3.4029],
  "charge": 2,
  "de_lowest_kcal_mol": 0.0,
  "mol_weight_da": 473.8,
  "multiplicity": 3,
  "s_squared": 2.03,
  "species": ["Pd", "C", "C", "N", "C", "C", "N", "C", "C", "C", "C", "C", "N", "C", "C", "N", "C", "C", "N", "C", "C", "C", "N", "C", "C", "H", "H", "H", "H", "H", "H", "H", "H", "H", "H", "H", "H", "C", "C", "C", "N", "H", "H", "H", "H", "H"],
  "positions_angstrom": [[-0.63, 1.39, 0.58], [-3.37, -1.03, 2.86], [-2.72, 0.08, 2.34], [-1.72, -0.05, 1.48], [-1.34, -1.32, 1.11], [-2.02, -2.42, 1.66], [-3.01, -2.27, 2.51], [-0.25, -1.38, 0.18], [0.35, -2.52, -0.38], [1.42, -2.41, -1.29], [1.84, -1.11, -1.61], [1.23, 0.02, -1.05], [0.20, -0.14, -0.17], [1.54, 1.39, -1.27], [2.55, 1.89, -2.12], [2.77, 3.17, -2.27], [2.01, 4.03, -1.59], [1.00, 3.59, -0.74], [0.76, 2.29, -0.58], [2.06, -3.61, -1.87], [1.63, -4.90, -1.55], [2.27, -5.99, -2.13], [3.27, -5.86, -2.98], [3.69, -4.65, -3.30], [3.12, -3.50, -2.78], [-4.19, -0.94, 3.56], [-3.01, 1.09, 2.62], [-1.75, -3.44, 1.40], [-0.03, -3.49, -0.08], [2.66, -0.96, -2.30], [3.19, 1.22, -2.69], [2.21, 5.08, -1.73], [0.38, 4.28, -0.19], [0.82, -5.09, -0.86], [1.96, -7.00, -1.89], [4.51, -4.59, -4.01], [3.52, -2.54, -3.09], [-3.78, 4.65, 3.34], [-2.63, 5.07, 2.41], [-1.98, 3.93, 1.82], [-1.49, 2.99, 1.37], [-4.24, 5.54, 3.76], [-3.41, 4.03, 4.16], [-4.54, 4.10, 2.79], [-1.88, 5.65, 2.96], [-3.00, 5.71, 1.61]]
}

7.
{
  "formula": "C15H18BIrN3O2SSbSe4",
  "method": "ωB97M-V/def2-TZVPD",
  "homo_lumo_gap_ev": [6.8448, 5.0962],
  "charge": -1,
  "mol_weight_da": 945.0,
  "multiplicity": 6,
  "s_squared": 8.79,
  "species": ["Ir", "Se", "Sb", "Se", "Se", "Se", "S", "C", "N", "C", "C", "N", "C", "C", "N", "H", "H", "H", "H", "H", "H", "C", "C", "C", "C", "C", "C", "C", "C", "O", "B", "O", "C", "C", "H", "H", "H", "H", "H", "H", "H", "H", "H", "H", "H", "H"],
  "positions_angstrom": [[0.31, 2.75, -0.13], [4.60, 0.80, 2.14], [3.02, 2.63, 1.74], [2.61, 2.63, -0.91], [-0.41, 2.58, 2.09], [4.05, 4.85, 2.01], [-1.38, 2.26, -2.02], [-2.64, 2.46, -0.94], [-3.53, 2.64, -0.22], [0.41, 6.13, 1.53], [0.35, 6.03, 0.05], [0.21, 4.94, -0.68], [0.22, 5.34, -2.00], [0.37, 6.68, -2.07], [0.45, 7.11, -0.76], [0.04, 5.21, 1.99], [-0.20, 6.97, 1.88], [1.44, 6.27, 1.85], [0.11, 4.63, -2.80], [0.43, 7.36, -2.90], [0.59, 8.05, -0.44], [-2.26, -5.18, -0.71], [-0.99, -5.14, 0.15], [-0.12, -6.34, -0.23], [-1.37, -5.29, 1.64], [-0.27, -3.81, -0.05], [1.03, -3.74, -0.54], [1.70, -2.52, -0.71], [1.02, -1.38, -0.37], [1.42, -0.07, -0.44], [0.32, 0.69, 0.00], [-0.72, -0.16, 0.37], [-0.28, -1.43, 0.12], [-0.94, -2.63, 0.29], [-2.81, -6.12, -0.55], [-2.01, -5.11, -1.76], [-2.93, -4.36, -0.46], [-0.69, -7.26, -0.06], [0.79, -6.39, 0.37], [0.15, -6.32, -1.29], [-1.85, -6.26, 1.81], [-2.07, -4.51, 1.94], [-0.49, -5.22, 2.27], [1.56, -4.64, -0.81], [2.71, -2.48, -1.09], [-1.96, -2.62, 0.67]]
}

8.
{
  "formula": "C5H14S2",
  "method": "ωB97M-V/def2-TZVPD",
  "homo_lumo_gap_ev": 9.5032,
  "smiles": "CCCS.CSC",
  "de_lowest_kcal_mol": 8.2,
  "mol_weight_da": 138.3,
  "multiplicity": 1,
  "species": ["C", "S", "C", "H", "H", "H", "H", "H", "H", "C", "C", "C", "S", "H", "H", "H", "H", "H", "H", "H", "H"],
  "positions_angstrom": [[1.75, 2.32, 2.11], [1.54, 1.20, 0.71], [0.89, 2.38, -0.50], [0.82, 2.87, 2.28], [2.59, 2.99, 1.95], [1.92, 1.73, 3.00], [0.93, 1.89, -1.47], [-0.14, 2.65, -0.28], [1.50, 3.28, -0.53], [-0.14, -2.89, 0.21], [-1.34, -2.40, -0.58], [-1.24, -0.90, -0.86], [-2.37, -0.40, -2.19], [-0.20, -3.97, 0.38], [-0.08, -2.39, 1.17], [0.78, -2.70, -0.35], [-1.41, -2.93, -1.54], [-2.26, -2.58, -0.03], [-0.22, -0.64, -1.16], [-1.46, -0.33, 0.04], [-1.87, 0.83, -2.37]]
}

9.
{
  "formula": "C21H25N2OS",
  "method": "ωB97M-V/def2-TZVPD",
  "homo_lumo_gap_ev": 6.5801,
  "charge": 1,
  "de_lowest_kcal_mol": 56.3,
  "mol_weight_da": 353.5,
  "multiplicity": 1,
  "species": ["O", "S", "C", "C", "C", "C", "C", "C", "C", "C", "C", "C", "C", "C", "C", "N", "N", "C", "C", "C", "C", "C", "C", "C", "C", "H", "H", "H", "H", "H", "H", "H", "H", "H", "H", "H", "H", "H", "H", "H", "H", "H", "H", "H", "H", "H", "H", "H", "H", "H"],
  "positions_angstrom": [[3.41, 2.33, 3.78], [-1.85, 0.55, -2.83], [-1.50, -1.51, -1.00], [-2.00, -1.11, -2.19], [-3.87, 0.71, -6.32], [-3.95, -0.74, -6.43], [-3.27, 1.14, -5.12], [-3.59, -1.62, -5.45], [-0.84, -0.89, 1.22], [0.30, 0.12, -0.49], [-2.86, 0.27, -4.17], [-0.65, -0.70, -0.03], [-3.11, -1.14, -4.23], [-0.07, -0.20, 2.20], [1.16, 0.86, 0.44], [-2.67, -1.84, -3.17], [0.82, 0.74, 1.79], [-0.55, -0.31, 3.62], [2.18, 1.92, -0.12], [-2.90, -3.30, -3.09], [4.54, 1.90, 4.53], [1.45, 1.54, 2.86], [4.25, 0.52, 5.00], [3.36, -0.01, 3.88], [2.98, 1.23, 3.07], [-1.91, -2.49, -0.68], [-4.25, 1.53, -6.97], [-4.26, -1.18, -7.46], [-3.40, 2.22, -4.89], [-3.57, -2.67, -5.58], [-1.66, -1.61, 1.46], [0.58, 0.32, -1.52], [0.20, -0.94, 4.17], [-0.59, 0.65, 4.22], [-1.52, -0.78, 3.62], [3.12, 1.50, -0.07], [1.98, 2.85, 0.43], [1.97, 2.02, -1.22], [-2.57, -3.91, -4.05], [-2.45, -3.77, -2.21], [-3.95, -3.37, -2.92], [4.76, 2.67, 5.34], [5.43, 1.97, 3.83], [1.40, 2.57, 2.51], [0.93, 1.37, 3.77], [5.26, 0.00, 5.07], [3.86, 0.61, 6.00], [3.92, -0.61, 3.29], [2.46, -0.60, 4.06], [3.48, 1.18, 2.09]]
}